# C30H42N5OSeY

C30H42N5OSeY as an isolated structure (wB97M-V/def2-TZVPD, the Open Molecules 2025 dataset).

Computed properties:
E_LUMO ... -7.24 eV
F_max ... 0.43 eV/A
Orbital gap ... 0.232 hartree
M ... 656.566 g mol⁻¹

```
! wB97M-V def2-TZVPD RIJCOSX def2/J DEFGRID3
* xyz 2 1
Y 0.441 -0.398 -0.384
C -1.946 -0.375 -1.022
C -1.905 -0.810 0.337
C -1.630 0.358 1.133
C -1.411 1.419 0.211
C -1.639 0.992 -1.114
C -1.746 1.861 -2.355
C -1.060 3.212 -2.144
C -3.241 2.098 -2.620
C -1.134 1.171 -3.577
C -1.868 0.651 2.628
C -0.841 0.085 3.620
C -3.286 0.170 2.982
C -1.880 2.172 2.862
C -2.139 -2.295 0.663
C -1.572 -2.760 2.005
C -3.636 -2.617 0.576
C -1.405 -3.144 -0.396
H -2.209 -0.999 -1.865
H -1.230 2.447 0.483
H -1.529 3.773 -1.334
H -1.141 3.818 -3.047
H 0.002 3.095 -1.912
H -3.717 2.572 -1.761
H -3.759 1.158 -2.816
H -3.374 2.749 -3.486
H -0.053 1.042 -3.465
H -1.300 1.773 -4.471
H -1.596 0.195 -3.750
H -0.564 -0.947 3.436
H -1.255 0.147 4.628
H 0.066 0.695 3.620
H -3.387 -0.911 2.977
H -4.014 0.580 2.280
H -3.548 0.520 3.982
H -0.916 2.637 2.640
H -2.091 2.365 3.914
H -2.650 2.668 2.272
H -2.061 -2.307 2.861
H -0.498 -2.557 2.077
H -1.705 -3.839 2.092
H -4.209 -2.052 1.309
H -3.805 -3.680 0.759
H -4.027 -2.375 -0.413
H -0.313 -2.978 -0.369
H -1.758 -2.965 -1.411
H -1.540 -4.204 -0.182
C 2.913 -0.616 3.451
C 2.243 0.211 2.403
O 1.459 -0.302 1.574
N 2.496 1.513 2.355
C 1.822 2.408 1.413
C 2.424 2.393 0.027
C 3.418 3.298 -0.305
C 3.974 3.277 -1.574
C 3.511 2.341 -2.484
C 2.510 1.479 -2.083
N 1.960 1.492 -0.859
H 2.295 -1.481 3.672
H 3.090 -0.048 4.363
H 3.877 -0.961 3.072
H 3.119 1.907 3.043
H 1.877 3.413 1.824
H 0.772 2.120 1.367
H 3.746 4.023 0.428
H 4.748 3.982 -1.848
H 3.904 2.282 -3.488
H 2.119 0.747 -2.781
Se 0.559 -1.971 -4.354
N 1.784 -3.226 -4.335
C 2.339 -3.246 -3.135
C 3.378 -4.108 -2.669
C 3.782 -3.949 -1.382
C 3.179 -2.965 -0.539
N 2.230 -2.148 -0.921
C 1.820 -2.284 -2.218
N 0.860 -1.491 -2.665
H 3.807 -4.851 -3.327
H 4.561 -4.570 -0.965
H 3.506 -2.878 0.490
*
```

Here are the Löwdin charges for atoms 1 to 5, given in e: atom 1 (Y): 1.59, atom 2 (C): -0.13, atom 3 (C): -0.23, atom 4 (C): -0.16, atom 5 (C): -0.09